# C25H24NO5S

A molecular structure, C25H24NO5S (ωB97M-V/def2-TZVPD, the Open Molecules 2025 dataset).

- E_tot (eV) = -48877.934
- charge = -1
- LUMO energy (Ha) = 0.092

Each line ends with the Löwdin charge.
CARTESIAN COORDINATES (ANGSTROEM)
C: -2.540 -5.102 0.412  -0.058
C: -1.402 -4.177 0.658  -0.282
C: -0.920 -3.995 1.946  -0.042
C: 0.167 -3.179 2.178  -0.059
C: 0.777 -2.543 1.123  -0.287
S: 2.221 -1.510 1.389  0.727
N: 1.443 -0.069 1.638  -0.019
C: 2.232 0.888 1.859  -0.141
C: 1.800 2.249 2.100  -0.190
C: 2.730 3.232 2.419  -0.041
C: 2.321 4.520 2.668  -0.096
C: 0.982 4.847 2.605  -0.081
C: 0.053 3.881 2.270  -0.053
C: 0.459 2.592 2.010  -0.005
O: 2.893 -1.984 2.644  -0.349
O: 2.980 -1.459 0.095  -0.331
C: 0.301 -2.693 -0.156  -0.045
C: -0.785 -3.509 -0.390  -0.022
H: -2.784 -5.155 -0.649  0.074
H: -2.298 -6.111 0.748  0.080
H: -3.430 -4.768 0.946  0.081
H: -1.396 -4.509 2.763  0.110
H: 0.557 -3.038 3.174  0.111
H: 3.295 0.678 1.879  0.122
H: 3.772 2.970 2.458  0.107
H: 3.053 5.275 2.901  0.095
H: 0.667 5.859 2.805  0.098
H: -0.989 4.141 2.194  0.107
H: -0.251 1.850 1.689  0.103
H: 0.796 -2.173 -0.961  0.104
H: -1.150 -3.643 -1.393  0.111
C: -5.126 0.139 0.585  -0.078
C: -3.931 1.040 0.368  -0.294
O: -2.987 0.482 -0.502  -0.031
C: -1.904 1.322 -0.582  -0.520
C: -0.897 0.875 -1.489  -0.003
C: 0.275 1.571 -1.858  -0.448
C: 1.228 0.940 -2.813  -0.139
C: 1.005 -0.307 -3.392  -0.047
C: 1.916 -0.848 -4.270  -0.104
C: 3.065 -0.159 -4.593  -0.120
C: 3.302 1.079 -4.034  -0.099
C: 2.390 1.619 -3.153  -0.027
O: 0.545 2.692 -1.435  -0.002
O: -1.822 2.355 0.074  0.011
H: -5.850 0.579 1.272  0.067
H: -5.631 -0.057 -0.361  0.069
H: -4.807 -0.819 0.996  0.068
H: -4.214 2.009 -0.065  0.123
H: -3.399 1.256 1.304  0.119
H: -1.091 -0.080 -1.934  0.057
H: 0.112 -0.859 -3.163  0.089
H: 1.733 -1.817 -4.708  0.092
H: 3.779 -0.585 -5.279  0.088
H: 4.199 1.623 -4.283  0.091
H: 2.559 2.584 -2.705  0.107